# 1
11
Properties=species:S:1:pos:R:3:mulliken_charge:R:1 method="wB97M-V/def2-TZVPD" e_above_lowest_ev=0.394 e_tot_ha=-285.4001 smiles="O=C1CC=CN1"
O -1.284 2.037 0.387 -0.586
C -0.620 1.074 0.074 0.230
C -1.051 -0.416 -0.302 -0.378
C 0.254 -1.152 -0.136 -0.348
C 1.224 -0.295 0.183 -0.371
N 0.750 1.009 0.283 -0.062
H -1.515 -0.727 -1.257 0.303
H -1.819 -0.655 0.444 0.243
H 0.464 -2.186 -0.370 0.352
H 2.252 -0.507 0.452 0.382
H 1.344 1.820 0.239 0.236


# 2
11
Properties=species:S:1:pos:R:3:mulliken_charge:R:1 method="wB97M-V/def2-TZVPD" e_above_lowest_ev=3.779 e_tot_ha=-285.2757
C -1.855 0.982 0.004 -0.441
C 1.124 -0.980 0.187 -0.332
C 1.568 0.346 -0.285 0.108
C -0.307 -0.817 0.416 -0.237
N -0.972 0.174 0.239 0.082
O 2.264 1.102 0.374 -0.501
H -2.178 1.623 0.796 0.272
H -2.410 0.767 -1.000 0.223
H 1.441 -1.906 -0.358 0.326
H 1.680 -1.056 1.081 0.245
H 0.903 0.756 -1.168 0.254


# 3
11
Properties=species:S:1:pos:R:3:mulliken_charge:R:1 method="wB97M-V/def2-TZVPD" e_above_lowest_ev=1.348 e_tot_ha=-285.3650 smiles="CC(=O)CC#N"
C 0.293 0.828 -1.120 -1.078
C -0.357 0.767 0.249 0.500
O -0.805 1.727 0.824 -0.526
C -0.462 -0.587 0.925 -0.050
C 0.814 -1.330 0.738 0.018
N 1.072 -2.329 0.211 -0.388
H 0.117 1.810 -1.566 0.324
H -0.095 0.037 -1.773 0.344
H 1.372 0.658 -1.027 0.317
H -1.389 -1.088 0.545 0.263
H -0.561 -0.492 1.995 0.278


# 4
11
Properties=species:S:1:pos:R:3:mulliken_charge:R:1 method="wB97M-V/def2-TZVPD" e_above_lowest_ev=3.712 e_tot_ha=-285.2782
O 2.005 0.332 0.225 -0.486
C 0.696 0.116 0.036 0.135
C -0.072 -1.150 0.022 -0.165
C -1.511 -0.827 -0.324 -0.807
C -1.503 0.526 -0.232 -0.303
N -0.179 1.077 0.009 0.001
H 2.476 -0.113 -0.494 0.358
H 0.405 -2.076 -0.304 0.451
H -0.069 -1.182 1.128 0.207
H -2.296 1.262 -0.314 0.362
H 0.048 2.036 0.248 0.246


# 5
11
Properties=species:S:1:pos:R:3:mulliken_charge:R:1 method="wB97M-V/def2-TZVPD" e_above_lowest_ev=3.885 e_tot_ha=-285.2718
C 0.863 -0.202 0.330 -0.814
C -0.392 -1.043 0.188 -0.336
C -1.239 0.036 -0.489 0.297
O -2.366 0.102 -0.878 -0.510
C -0.104 1.036 -0.486 0.315
N 0.347 2.168 -0.785 -0.655
H 1.108 1.526 -0.285 0.522
H 1.753 -0.601 -0.194 0.340
H 1.163 0.009 1.375 0.333
H -0.840 -1.356 1.128 0.261
H -0.280 -1.905 -0.467 0.247


# 6
11
Properties=species:S:1:pos:R:3:mulliken_charge:R:1 method="wB97M-V/def2-TZVPD" e_above_lowest_ev=0.616 e_tot_ha=-285.3920 smiles=Cc1ncco1
C 1.842 0.008 0.150 -0.950
C 0.360 0.033 0.134 0.689
N -0.410 1.021 0.469 -0.561
C -1.682 0.554 0.203 -0.146
C -1.610 -0.689 -0.302 -0.257
O -0.291 -1.057 -0.326 -0.309
H 2.215 -0.666 0.925 0.269
H 2.188 1.023 0.353 0.294
H 2.232 -0.325 -0.817 0.287
H -2.591 1.127 0.298 0.373
H -2.253 -1.029 -1.087 0.311


# 7
11
Properties=species:S:1:pos:R:3:mulliken_charge:R:1 method="wB97M-V/def2-TZVPD" e_above_lowest_ev=3.262 e_tot_ha=-285.2947
N 1.202 0.403 -1.010 -0.327
C 0.209 0.999 -0.296 0.579
O -0.117 2.160 -0.451 -0.602
C -0.420 0.151 0.817 -0.560
C -0.032 -2.202 0.330 -0.393
C -0.899 -1.232 0.393 -0.034
H 1.604 0.936 -1.766 0.250
H 1.348 -0.595 -0.995 0.191
H 0.316 0.064 1.623 0.320
H -1.262 0.721 1.207 0.239
H -1.948 -1.405 0.147 0.337


# 8
11
Properties=species:S:1:pos:R:3:mulliken_charge:R:1 method="wB97M-V/def2-TZVPD" e_above_lowest_ev=1.126 e_tot_ha=-285.3732 smiles="[H]/N=C1/C=CCO1"
N 2.317 0.013 -0.032 -0.717
C 1.055 -0.019 -0.118 0.455
C 0.133 1.121 -0.295 -0.274
C -1.116 0.693 -0.117 -0.359
C -1.052 -0.764 0.263 -0.280
O 0.296 -1.154 -0.069 -0.388
H 2.684 -0.933 0.081 0.273
H 0.481 2.110 -0.557 0.416
H -2.024 1.274 -0.264 0.397
H -1.808 -1.398 -0.227 0.258
H -0.893 -0.989 1.322 0.219


# 9
11
Properties=species:S:1:pos:R:3:mulliken_charge:R:1 method="wB97M-V/def2-TZVPD" e_above_lowest_ev=1.774 e_tot_ha=-285.3494 smiles=N#CC[C@H]1CO1
N 2.235 1.084 -0.234 -0.424
C 1.651 0.086 -0.220 0.289
C 0.653 -0.986 -0.135 -0.522
C -0.548 -0.286 0.504 0.108
C -1.031 0.939 -0.116 -0.401
O -1.796 -0.267 -0.153 -0.435
H 1.018 -1.825 0.467 0.286
H 0.416 -1.362 -1.137 0.240
H -0.600 -0.376 1.588 0.343
H -1.388 1.752 0.512 0.262
H -0.611 1.243 -1.075 0.253


# 10
11
Properties=species:S:1:pos:R:3:mulliken_charge:R:1 method="wB97M-V/def2-TZVPD" e_above_lowest_ev=3.914 e_tot_ha=-285.2708
O -0.692 1.240 -1.466 -0.458
C -0.314 0.558 -0.398 0.237
C -0.864 -0.702 0.120 -0.211
C 0.344 -1.429 0.752 -0.739
C 1.232 -0.421 0.881 -0.379
N 0.784 0.836 0.256 -0.038
H -1.569 -1.221 -0.535 0.429
H -1.432 -0.402 1.023 0.224
H -1.361 0.704 -1.919 0.347
H 2.271 -0.418 1.189 0.350
H 1.121 1.769 0.442 0.239


# 11
11
Properties=species:S:1:pos:R:3:mulliken_charge:R:1 method="wB97M-V/def2-TZVPD" e_above_lowest_ev=4.931 e_tot_ha=-285.2334 smiles=C#[N+][O-].C#CC
C -1.794 0.198 0.163 -1.116
C -0.648 1.036 -0.190 0.209
C 0.289 1.733 -0.485 -0.331
C 2.198 -0.869 -0.106 -0.186
N 1.574 -1.745 0.323 0.449
O 0.948 -2.673 0.770 -0.597
H -1.907 0.131 1.250 0.284
H -2.716 0.619 -0.251 0.298
H -1.673 -0.818 -0.226 0.279
H 1.111 2.363 -0.744 0.389
H 2.618 0.024 -0.503 0.323


# 12
11
Properties=species:S:1:pos:R:3:mulliken_charge:R:1 method="wB97M-V/def2-TZVPD" e_above_lowest_ev=1.924 e_tot_ha=-285.3439 smiles=Cc1cocn1
C -1.611 -0.345 -0.032 -0.985
C -0.184 -0.008 -0.240 0.628
C 0.491 1.115 0.094 -0.406
O 1.826 0.897 -0.140 -0.273
C 1.833 -0.435 -0.286 0.024
N 0.722 -0.999 -0.615 -0.514
H -1.730 -1.397 0.252 0.296
H -2.154 -0.174 -0.960 0.241
H -2.027 0.288 0.757 0.302
H 0.311 1.942 0.757 0.340
H 2.523 -0.883 0.412 0.347


Computed E_HOMO, in the same sequence as the records: -8.6272, -8.0907, -10.2140, -7.3118, -9.6430, -9.1828, -9.9306, -9.4922, -10.8080, -7.2550, -9.7865, -8.7897 eV.